Computed, not measured: 11 unconnected molecules or ions with the total composition C43H70F24N2O21S6 at a distorted geometry, with ωB97M-V/def2-TZVPD.

```
166
Properties=species:S:1:pos:R:3:forces:R:3:lowdin_charge:R:1
F -26.2863 -12.8261 7.8543 1.201 -0.394 1.231 0.13
C -26.2942 -12.2728 6.6553 -1.563 -0.080 -2.333 -0.34
F -27.2538 -11.3233 6.7180 0.089 0.450 -0.458 0.10
C -24.9724 -11.7026 6.1348 1.953 0.636 0.789 -0.43
F -24.7397 -10.5462 6.8272 0.461 -0.613 0.901 0.11
F -24.8840 -11.2671 4.8729 -1.555 -0.416 -1.240 0.14
C -23.8405 -12.7324 6.2626 0.611 0.803 2.322 -0.11
O -23.9431 -13.7753 5.3435 1.081 -2.639 0.755 0.04
C -23.1510 -14.9279 5.8074 -1.749 -0.770 -4.568 -0.54
F -21.9910 -14.6035 6.2377 1.920 1.375 2.492 0.22
F -23.8454 -15.7256 6.6117 -0.140 0.554 1.120 0.18
C -22.8339 -15.7940 4.5505 -3.204 -0.600 -2.178 -0.37
F -22.0060 -15.2346 3.7153 1.700 2.589 -1.015 0.13
F -22.3246 -17.0123 4.6614 0.688 -1.691 2.383 0.11
H -26.5952 -13.0432 5.9454 -0.249 -0.088 -0.193 0.17
H -23.8822 -13.0826 7.2940 -0.280 -0.405 0.199 0.14
H -22.8434 -12.2925 6.2399 -0.201 0.683 -0.546 0.15
H -23.7366 -15.9987 3.9749 -0.772 0.584 0.339 0.17
F -10.8709 -25.5320 -4.1923 1.306 0.293 -1.025 0.11
C -11.9072 -25.0627 -3.5217 -1.693 -1.556 -0.020 -0.36
F -11.5032 -24.1415 -2.6865 0.382 2.074 0.684 0.14
C -13.1205 -24.6620 -4.4563 1.533 -0.638 -1.601 -0.43
F -13.1414 -23.4179 -4.9756 0.481 1.222 0.858 0.11
F -14.1569 -24.8011 -3.6383 -1.182 -0.148 -0.003 0.14
C -13.1460 -25.4591 -5.7913 -0.218 -1.234 -0.201 -0.07
O -13.3803 -26.8389 -5.5722 2.673 -2.105 0.937 0.00
C -12.2976 -27.7673 -5.8942 -1.758 1.790 -1.751 -0.43
F -12.5646 -28.0756 -7.1882 0.722 -0.277 -0.070 0.14
F -11.0072 -27.2764 -5.8495 -1.836 -0.542 -0.164 0.11
C -12.3675 -28.9954 -5.0267 0.565 0.977 2.932 -0.36
F -13.6206 -29.4042 -4.7823 -0.029 0.145 -0.304 0.13
F -11.6258 -30.0036 -5.4120 0.641 -1.872 -2.340 0.13
H -12.2398 -25.8899 -2.8947 -0.585 -0.197 -0.127 0.17
H -12.2442 -25.3286 -6.3895 0.375 0.356 0.605 0.14
H -13.9246 -25.1930 -6.5061 -0.408 0.752 0.695 0.15
H -11.7915 -28.7671 -4.1299 -1.030 0.938 0.920 0.17
F -15.1376 -10.7638 -2.8021 0.832 0.558 0.527 0.08
C -15.2375 -12.1084 -2.9494 -2.125 1.230 0.411 -0.36
F -14.2896 -12.5226 -3.7549 0.979 -0.614 -0.846 0.15
C -15.1659 -12.8112 -1.6022 1.185 -0.083 0.266 -0.40
F -16.1551 -12.2822 -0.8276 0.338 -0.718 -0.266 0.12
F -13.9561 -12.4837 -1.0108 -0.829 -0.243 -0.194 0.09
C -15.1875 -14.3446 -1.7654 0.306 -0.488 1.151 -0.08
O -16.1661 -14.6825 -2.7140 -2.414 -2.116 -0.250 0.00
C -17.0301 -15.8624 -2.5327 0.785 2.314 -0.116 -0.44
F -17.8226 -15.8546 -3.6294 0.358 0.017 1.022 0.14
F -16.2952 -16.9734 -2.5531 0.084 -0.152 0.053 0.16
C -17.8626 -15.8367 -1.1752 0.638 -0.413 -0.114 -0.30
F -16.9852 -15.9855 -0.1670 1.006 -0.984 0.569 0.08
F -18.3746 -14.6549 -0.9447 -1.090 1.933 -0.699 0.13
H -16.2429 -12.1612 -3.3669 0.050 -1.050 -0.316 0.17
H -15.3153 -14.8664 -0.8171 -0.409 0.585 0.213 0.14
H -14.2168 -14.7452 -2.0578 0.209 0.646 -0.554 0.15
H -18.6523 -16.5695 -1.0096 0.110 -0.439 -0.837 0.17
C -18.7564 -28.2729 -4.0807 -0.344 -1.183 -0.674 -0.05
C -18.4783 -29.1946 -2.8735 -0.067 1.710 0.927 -0.26
O -17.1475 -28.8445 -2.5132 2.569 -0.570 1.449 -0.31
S -16.3328 -29.3604 -1.1509 -0.050 -0.477 -0.900 0.71
C -16.5110 -31.2549 -1.3838 0.606 1.811 0.509 -0.08
O -14.9214 -29.0526 -1.4393 -2.816 -0.173 0.873 -0.32
O -17.0446 -28.8716 0.0539 1.546 -1.131 -2.492 -0.33
H -19.7070 -28.6006 -4.5016 -0.418 0.633 0.182 0.08
H -18.1038 -28.3507 -4.9503 0.595 -0.813 0.318 0.08
H -18.6659 -27.2030 -3.8932 -0.612 -0.183 0.738 0.08
H -19.0723 -28.8784 -2.0160 -0.569 0.212 -0.126 0.11
H -18.6471 -30.2713 -2.8954 0.288 -0.070 -0.989 0.11
H -15.6475 -31.7183 -0.9066 -0.244 0.237 0.545 0.06
H -16.3395 -31.4697 -2.4385 -0.645 0.297 -0.059 0.07
H -17.4683 -31.5220 -0.9361 0.184 -0.244 -0.315 0.06
C -7.8408 -17.9518 1.9861 -0.450 -0.251 -1.289 -0.07
C -9.0519 -18.0812 2.9056 1.675 1.810 0.281 -0.29
O -10.0849 -18.8234 2.3087 -1.658 -0.781 -0.391 -0.26
S -11.5876 -18.1804 2.2604 0.384 3.691 0.608 0.66
C -12.4706 -19.5666 1.6018 0.911 0.206 0.513 -0.12
O -12.0288 -17.8125 3.6196 0.799 -1.339 -2.265 -0.30
O -11.6090 -17.0558 1.2912 0.203 -2.572 1.540 -0.32
H -7.5140 -18.8987 1.5565 0.088 -0.274 0.447 0.07
H -6.9822 -17.4356 2.4157 -0.229 -0.105 0.358 0.08
H -8.1356 -17.3926 1.0981 -0.056 0.277 0.014 0.08
H -8.6905 -18.4696 3.8578 -0.707 -0.470 0.085 0.12
H -9.3864 -17.0563 3.0662 -0.215 -0.019 0.317 0.12
H -13.4463 -19.1335 1.3815 -0.005 -0.450 -0.039 0.08
H -12.4343 -20.3260 2.3830 -0.472 0.046 -0.066 0.08
H -11.9129 -19.9337 0.7402 -0.285 0.234 -0.126 0.08
C -27.2295 -24.2335 1.2110 0.019 0.608 -1.113 -0.07
C -28.0579 -23.0224 1.6283 0.519 -0.364 1.207 -0.28
O -28.1780 -22.0194 0.6146 -0.013 1.288 -0.708 -0.28
S -28.5323 -20.4389 0.9857 1.089 -0.349 -0.357 0.67
C -29.4456 -20.0028 -0.4979 0.828 0.063 0.280 -0.11
O -29.5258 -20.4838 2.0266 0.932 0.351 0.314 -0.30
O -27.2824 -19.6432 1.0619 -2.769 -1.942 0.067 -0.31
H -26.8501 -24.7203 2.1095 -0.112 -0.085 -0.129 0.08
H -26.3937 -23.8505 0.6255 0.311 -0.098 0.163 0.08
H -27.7287 -24.9443 0.5525 -0.248 -0.023 0.233 0.07
H -29.0348 -23.3453 1.9884 -0.084 0.365 -0.005 0.12
H -27.4562 -22.6274 2.4469 -0.472 0.422 0.262 0.12
H -28.9435 -20.4800 -1.3395 -0.294 0.057 -0.028 0.07
H -29.3566 -18.9188 -0.5696 0.024 -0.054 -0.044 0.07
H -30.4897 -20.2776 -0.3479 0.289 -0.239 -0.114 0.07
C -20.8521 -22.0281 -4.7041 -0.205 -0.543 1.291 -0.04
C -21.7151 -23.3310 -4.7507 0.646 0.439 -0.375 -0.27
O -22.9975 -22.9606 -5.1085 -3.973 1.212 -1.835 -0.31
S -24.2203 -23.9902 -5.5287 -1.537 4.683 -0.139 0.67
C -24.6794 -24.4814 -3.8594 -0.268 -0.458 -0.979 -0.11
O -25.2860 -23.1215 -6.1589 3.328 -2.681 2.226 -0.32
O -23.6777 -25.0810 -6.2433 0.345 -1.035 -0.512 -0.28
H -20.9202 -21.5520 -3.7260 -0.311 -0.143 0.246 0.07
H -21.1689 -21.2309 -5.3765 0.046 -0.574 -0.510 0.08
H -19.7881 -22.2567 -4.7657 -0.060 -0.072 -0.530 0.07
H -21.3929 -23.9799 -5.5651 0.643 -0.496 0.573 0.12
H -21.9336 -23.7877 -3.7854 1.550 -0.493 0.256 0.11
H -24.1136 -25.3939 -3.6712 0.011 0.130 0.189 0.07
H -25.7363 -24.7311 -3.9521 0.002 0.098 0.390 0.07
H -24.4612 -23.6876 -3.1449 -0.201 -0.072 -0.241 0.08
C -22.9416 -28.7441 5.7940 -0.114 0.477 -0.061 -0.06
C -23.9310 -29.0040 4.6630 -0.792 -0.264 0.569 -0.31
O -23.5933 -28.2392 3.5199 0.286 -0.469 -2.705 -0.28
S -23.5206 -29.0864 2.0425 -0.735 0.441 2.171 0.71
C -22.0566 -30.0545 2.4469 -0.239 -0.136 -0.530 -0.12
O -24.5836 -30.1029 2.0419 1.240 2.142 -0.734 -0.31
O -23.3362 -28.0095 1.0621 -0.346 -2.516 1.666 -0.29
H -23.1101 -27.7534 6.2160 -0.193 0.087 -0.062 0.08
H -21.9083 -28.6960 5.4504 0.017 -0.474 -0.096 0.07
H -23.0574 -29.4388 6.6259 0.064 -0.196 -0.209 0.08
H -24.0933 -30.0435 4.3780 0.510 -0.196 0.180 0.10
H -24.9362 -28.6872 4.9411 -0.012 0.143 0.283 0.12
H -21.2917 -29.3673 2.8086 0.223 -0.325 -0.510 0.08
H -21.8691 -30.7193 1.6037 0.629 0.697 -0.463 0.07
H -22.2818 -30.8252 3.1840 -0.515 0.634 0.492 0.07
C -27.7460 -18.6802 8.3413 0.608 -0.590 0.508 -0.07
C -27.6742 -19.4929 7.0707 -0.254 0.099 -0.969 -0.25
O -26.3124 -20.0058 6.8644 0.185 -1.612 0.267 -0.29
S -25.9631 -21.5690 7.3417 -0.399 0.489 -0.890 0.68
C -24.4025 -21.8686 6.4062 -0.429 0.442 0.332 -0.11
O -25.6775 -21.5121 8.7723 -0.535 -0.474 -1.966 -0.30
O -26.9531 -22.4822 6.7495 1.295 1.466 1.438 -0.32
H -28.4260 -17.8308 8.4058 -0.341 -0.357 -0.474 0.08
H -26.7525 -18.2607 8.4996 0.040 -0.066 0.191 0.08
H -27.9614 -19.4075 9.1241 0.079 0.442 0.446 0.08
H -28.3874 -20.3146 7.0053 0.119 -0.166 0.358 0.11
H -27.9086 -18.9004 6.1864 0.447 0.104 -0.085 0.12
H -24.0596 -22.8568 6.7131 -0.036 0.168 0.340 0.07
H -23.6734 -21.0894 6.6282 -0.107 -0.143 0.300 0.07
H -24.5238 -21.9100 5.3238 -0.646 0.193 0.171 0.07
C -19.5050 -24.4686 0.0475 0.681 1.557 1.157 -0.06
C -20.5205 -23.6547 0.5883 0.305 -0.368 -0.051 -0.08
C -20.3501 -22.2657 0.6544 1.769 -1.562 -1.228 -0.15
N -19.2146 -21.7545 0.1676 0.419 0.819 0.681 0.03
C -18.1390 -22.5040 -0.2070 -2.291 0.696 0.372 -0.14
C -18.2502 -23.8775 -0.2779 -1.235 -0.908 0.075 -0.07
H -19.5485 -25.5450 0.1233 -0.297 -0.077 -0.304 0.10
H -21.4060 -24.0816 1.0354 -0.137 -0.257 -0.180 0.09
H -21.0959 -21.6222 1.0974 0.018 0.251 -0.170 0.10
H -17.2949 -21.8652 -0.4207 0.399 -0.520 -0.234 0.10
H -17.4703 -24.5766 -0.5414 0.367 0.334 -0.140 0.09
C -17.5031 -26.2556 6.4624 0.349 -0.035 -0.190 -0.09
C -17.6178 -25.4048 5.3766 -1.266 0.944 0.277 -0.09
C -18.6558 -24.4667 5.3968 1.438 -0.567 2.932 -0.12
N -19.3122 -24.2000 6.5813 -0.340 0.753 -1.238 0.04
C -19.1288 -24.9364 7.6908 0.672 -1.613 -2.923 -0.14
C -18.3191 -26.0860 7.5774 -0.064 0.446 0.335 -0.08
H -16.7272 -27.0026 6.3825 -0.126 -0.376 0.450 0.10
H -16.9667 -25.3144 4.5197 0.234 -0.794 0.002 0.10
H -18.6267 -23.8678 4.4986 -1.299 0.741 0.273 0.09
H -19.7199 -24.7929 8.5832 -0.036 0.573 -0.050 0.10
H -18.3500 -26.8019 8.3854 0.404 -0.075 0.104 0.09
```
Forces are in eV/Å.

Output
Frontier orbital gap = 0.3466 Ha
Net charge = 0
SMILES string = FC(F)C(F)(F)COC(F)(F)C(F)F.FC(F)C(F)(F)COC(F)(F)C(F)F.FC(F)C(F)(F)COC(F)(F)C(F)F.CCOS(C)(=O)=O.CCOS(C)(=O)=O.CCOS(C)(=O)=O.CCOS(C)(=O)=O.CCOS(C)(=O)=O.CCOS(C)(=O)=O.c1ccncc1.c1ccncc1
Max |F| = 4.952 eV/A
Highest occupied orbital energy = -0.3550 Eh